130
Properties=species:S:1:pos:R:3 method="wB97M-V/def2-TZVPD" energy_ha=-12599.99202 lumo_ha=-0.0143 charge=-1 homo_lumo_gap_ev=5.05
C -1.27158 -0.64796 1.00180
C -2.47127 0.44542 0.80353
H 0.51853 3.06908 3.72426
O 9.84361 -5.20575 -2.35776
H -1.72616 -7.16905 -4.09508
C 4.14923 0.47313 6.31397
H 5.66067 -5.70065 -0.86044
H -3.87163 4.64352 1.50326
H 0.98003 -6.56523 -4.05244
C -6.49738 12.32010 0.98023
H -6.40696 9.08438 -1.25785
H -6.70494 -3.92011 0.05455
C 7.68815 -5.47948 -1.44594
C 2.95172 -8.03301 -0.70813
C -2.22088 0.71754 -2.07411
C -6.66145 -3.00320 0.78082
C -3.07981 -0.65512 -1.98338
Br 1.84552 2.44288 0.48869
H 1.60612 4.18384 -3.94452
H 2.52747 -7.24188 -1.31425
H 1.92149 -9.63590 -1.64267
H -0.15007 0.21664 2.81532
H 1.03254 -1.22656 -2.11401
C -1.20018 4.16563 0.58801
I -2.52424 5.72639 -2.04778
C 6.37135 -5.54965 -1.66380
O -8.70845 12.61920 0.22270
H -7.77215 -2.83884 1.18474
H 6.33372 -5.12648 -5.12593
H 1.66543 6.01286 -4.66317
N 0.17538 5.66625 -2.98446
C 3.67008 0.50995 3.83712
C 0.28742 -6.05285 -3.22797
H 3.11018 -4.08310 1.36830
C 4.42026 -0.07048 4.96829
H 5.21124 -8.36385 1.92852
P 0.40143 3.79108 1.58492
H -7.19790 -1.16889 -0.46199
C 5.81050 -5.42452 -3.02379
C -4.08425 6.94659 1.46955
C -1.09101 4.32380 -1.06459
C -3.24041 5.56988 1.83330
H 8.11515 -5.57014 -0.45435
H -6.57793 13.21956 1.57833
H 4.60526 -10.75787 1.60011
H -0.35358 -0.53376 0.28717
H 3.05099 1.86359 7.48208
C -2.30266 -5.70441 -2.15323
H -2.53684 1.04584 1.83439
H -6.02163 -3.28445 1.73872
C -5.38251 11.58364 0.94815
H -4.98341 6.76223 0.72081
H 3.87957 0.09996 2.85638
C -0.68565 -0.78491 2.52665
C 1.48319 5.32858 -3.73147
O -1.99502 2.94114 0.84005
C 4.69395 -2.67406 0.10020
H 2.06059 -4.77641 -2.20032
H 1.16204 4.13188 -1.81144
C 4.50620 -8.68239 1.17006
H -3.02536 -1.15833 -3.06636
H 0.27471 6.71359 -2.82204
H -2.66357 -1.48066 -1.25191
C 8.63836 -5.27210 -2.55648
S 0.58416 -2.18159 2.73081
Br -3.22663 5.49299 3.87267
C 2.78133 1.49043 4.02450
C -7.68911 11.94344 0.19430
C 6.76072 -5.21713 -4.13433
H -1.74904 -1.71141 0.74118
C 2.62653 -9.31737 -0.88420
H -1.02420 5.71228 2.32887
H -1.41212 6.54130 0.68572
C 0.25394 -3.54893 1.43717
C -1.68545 -4.63719 -1.07291
C -1.30932 -6.42309 -3.28013
C -1.68103 5.57969 1.34038
N 0.46480 -3.18722 -0.00949
H -0.70466 1.44095 -0.54953
C -7.60237 10.72030 -0.62766
O -0.17808 2.91441 3.01505
C 3.21680 -10.37900 -0.04532
H 3.50593 -0.18005 -2.80795
H 5.68194 -3.00905 0.66879
H 4.70739 0.03582 7.13279
O 1.69521 2.93010 5.54102
O 2.91822 -11.55460 -0.20445
C 3.91593 -7.62076 0.33117
H 2.22318 1.92774 3.20568
P -2.11411 1.80340 -0.52146
C 0.34323 4.94767 -1.63053
H -1.11346 0.48121 -2.42762
C 8.07751 -5.14696 -3.91648
C -6.48751 9.98384 -0.65975
H 0.66717 5.79744 -0.87293
O 4.21451 -6.44515 0.49031
O -4.79663 -2.98897 -1.53194
C -5.29577 10.36050 0.12619
H -2.45210 -4.14427 -0.30671
C 2.51031 2.03404 5.37017
H -3.42080 7.82635 1.07566
C -6.21997 -1.58922 0.07619
C 3.26048 1.45361 6.50134
O -4.51417 -0.51443 -1.69125
C 1.86679 -2.72680 -0.32228
H -3.55566 -0.04123 0.68856
O -4.27643 9.68474 0.09778
H -1.53509 -1.02353 3.31687
C 4.18101 -9.96674 0.99399
H 8.78820 -4.99597 -4.71983
H -3.45090 -5.96367 -2.17572
H -5.91421 -0.79399 0.87925
H -4.49972 11.84701 1.51836
C 3.20634 -3.28337 0.50174
C -5.08928 -1.75011 -1.12140
H 5.84670 -1.07763 -1.38332
O -1.56762 3.03901 -1.67769
H -4.59655 7.35034 2.46935
C 4.78900 -1.53139 -1.11551
C 3.47617 -0.98777 -1.94608
O 4.60526 -5.49086 -3.22252
C -0.07251 -4.20329 -0.98234
O 5.23536 -0.96655 4.79745
H -2.68777 1.38878 -2.94042
H -8.48516 10.45692 -1.19788
C 2.00275 -1.59068 -1.54255
C 0.89559 -4.96514 -2.11378
H 2.34349 5.60537 -2.95129
Br -4.27316 2.64652 -0.60744
S -0.20855 -5.05720 2.06811